CH6NOPS2 | ωB97M-V with the def2-TZVPD basis set

XYZ file:
```
12
Properties=species:S:1:pos:R:3:forces:R:3
C 1.236305 -1.374932 0.593048 -0.607 0.083 -2.953
N 1.568451 -0.002085 0.171423 -2.999 0.758 -0.647
O -1.520758 0.072353 -1.656242 1.755 -2.914 3.779
P -0.930793 0.472303 -0.173412 0.047 0.036 0.833
S -1.957804 -0.484454 1.218204 1.179 0.458 -0.993
S -1.441536 2.592621 -0.121119 -0.195 -0.793 -1.517
H 2.150434 -1.659151 1.018344 1.377 -1.062 0.944
H 0.435346 -1.395052 1.377854 0.652 0.032 -0.898
H 1.024087 -2.060342 -0.352758 0.119 1.027 2.220
H 2.029499 0.105459 -0.779136 -1.143 -0.714 1.154
H -1.737420 0.700961 -2.257732 -0.827 3.291 -2.791
H -0.855806 3.032314 0.961526 0.643 -0.201 0.868
```
Positions in Å, forces in eV/Å.

The calculation puts the LUMO energy at -1.554 eV. Its HOMO energy is -8.81 eV.

How positive or negative is each atom? The natural (NBO) charges in e answer that: atom 1 (C): -0.473, atom 2 (N): -0.611, atom 3 (O): -0.980, atom 4 (P): 1.196, atom 5 (S): -0.491, atom 6 (S): -0.299, atom 7 (H): 0.215, atom 8 (H): 0.242, atom 9 (H): 0.179, atom 10 (H): 0.354, atom 11 (H): 0.501, atom 12 (H): 0.166

---

CH6NOSi | ωB97M-V with the def2-TZVPD basis set

XYZ file:
```
10
Properties=species:S:1:pos:R:3:forces:R:3
N -1.489449 0.015367 0.318638 1.340 0.225 2.073
C -0.320212 -0.742038 -0.216886 -1.306 -1.671 1.445
Si 1.266110 0.227805 0.024630 0.473 1.401 -1.270
O 2.630900 -0.512087 -0.043092 0.171 -0.152 0.250
H -1.927511 0.404543 -0.442990 -1.462 1.150 -2.057
H -1.123667 0.841692 0.841976 -0.322 -0.868 -0.321
H -0.625534 -1.061265 -1.209886 0.385 -0.180 -0.277
H -0.320673 -1.692022 0.442284 0.563 1.096 -1.157
H 1.210277 1.575162 -0.914668 -0.199 -1.151 0.382
H 0.699755 0.942841 1.199990 0.357 0.151 0.932
```
Positions in Å, forces in eV/Å.

The calculation puts the LUMO energy at 4.679 eV. As for the charge: -1. Its SMILES is NC[SiH2][O-]. Its HOMO energy is -3.91 eV.

How positive or negative is each atom? The natural (NBO) charges in e answer that: atom 1 (N): -0.853, atom 2 (C): -0.708, atom 3 (Si): 1.521, atom 4 (O): -1.315, atom 5 (H): 0.327, atom 6 (H): 0.349, atom 7 (H): 0.187, atom 8 (H): 0.185, atom 9 (H): -0.351, atom 10 (H): -0.342

---

CH6NPS | ωB97M-V with the def2-TZVPD basis set

XYZ file:
```
10
Properties=species:S:1:pos:R:3:forces:R:3
C 0.488416 0.040649 -1.354251 -0.241 -2.599 0.930
S 0.762110 -1.500735 -0.263860 -0.161 -0.213 -2.038
P 0.251096 -0.734953 1.567368 -0.923 0.399 0.054
N -1.021118 0.313942 0.993156 -0.802 -5.317 -0.595
H 1.190529 0.744938 -1.006163 0.535 1.130 0.065
H 0.641891 -0.323291 -2.338979 0.671 -0.136 -0.935
H -0.549338 0.286582 -1.288998 -0.274 0.533 0.371
H 1.244572 0.184701 1.390327 0.715 1.236 0.598
H -1.092488 1.202773 1.271551 -0.308 3.968 1.480
H -1.915669 -0.214606 1.029848 0.788 0.998 0.070
```
Positions in Å, forces in eV/Å.

The calculation puts the LUMO energy at 0.873 eV. Its SMILES is CSPN. Its HOMO energy is -8.55 eV.

How positive or negative is each atom? The natural (NBO) charges in e answer that: atom 1 (C): -0.665, atom 2 (S): -0.157, atom 3 (P): 0.636, atom 4 (N): -1.150, atom 5 (H): 0.209, atom 6 (H): 0.216, atom 7 (H): 0.233, atom 8 (H): -0.079, atom 9 (H): 0.376, atom 10 (H): 0.381

---

CH6NS | ωB97M-V with the def2-TZVPD basis set

XYZ file:
```
9
Properties=species:S:1:pos:R:3:forces:R:3
C -1.165549 -0.188296 1.224396 -0.523 -2.858 1.170
N 0.428606 -0.593476 -0.765780 1.935 0.273 -0.236
S -1.611697 1.288362 0.765613 -1.018 0.269 -0.455
H -1.956148 -0.983570 1.005533 1.243 1.112 -0.258
H -0.477609 -0.591978 2.027653 -0.280 1.179 -1.282
H 1.486798 -0.554447 -0.952002 -1.861 -0.526 0.716
H 0.154568 0.302834 -1.131237 -0.357 0.528 -0.142
H 0.060680 -1.247042 -1.445331 -0.003 -0.402 -0.043
H -0.667634 2.036206 1.286337 0.864 0.425 0.530
```
Positions in Å, forces in eV/Å.

The calculation puts the LUMO energy at -6.432 eV. As for the charge: +1. Its HOMO energy is -15.53 eV.

How positive or negative is each atom? The natural (NBO) charges in e answer that: atom 1 (C): -0.337, atom 2 (N): -1.017, atom 3 (S): 0.479, atom 4 (H): 0.275, atom 5 (H): 0.296, atom 6 (H): 0.404, atom 7 (H): 0.358, atom 8 (H): 0.389, atom 9 (H): 0.154

---

CH6NS2 | ωB97M-V with the def2-TZVPD basis set

XYZ file:
```
10
Properties=species:S:1:pos:R:3:forces:R:3
C 0.544853 1.487118 -0.711069 1.711 2.455 1.169
N 0.186822 0.805432 0.321787 -0.364 -2.510 -1.081
S 0.850993 0.744729 -2.182385 -0.462 -1.010 -0.154
S -1.456411 -2.435323 1.078239 -0.797 1.490 -2.058
H 0.918176 2.535638 -0.556467 -1.093 -0.785 -0.296
H -0.707558 -3.481852 1.155744 0.835 -1.166 0.633
H -0.210000 0.963825 1.238883 0.364 1.069 -0.052
H 0.174516 -0.189539 0.075018 -0.581 -0.122 0.807
H 1.430589 1.776268 -2.742303 0.363 0.800 -0.345
H -1.731980 -2.206296 2.322552 0.024 -0.221 1.377
```
Positions in Å, forces in eV/Å.

The calculation puts the LUMO energy at -5.164 eV. As for the charge: +1. Its HOMO energy is -13.35 eV.

How positive or negative is each atom? The natural (NBO) charges in e answer that: atom 1 (C): 0.028, atom 2 (N): -0.653, atom 3 (S): 0.281, atom 4 (S): -0.304, atom 5 (H): 0.266, atom 6 (H): 0.160, atom 7 (H): 0.468, atom 8 (H): 0.425, atom 9 (H): 0.175, atom 10 (H): 0.155

---

CH6NS2 | ωB97M-V with the def2-TZVPD basis set

XYZ file:
```
10
Properties=species:S:1:pos:R:3:forces:R:3
C 0.135885 0.391456 0.229632 -1.041 -1.642 6.873
N 0.390250 -1.089614 -0.017263 -0.240 -0.359 -0.271
S 0.929497 1.522900 -1.009271 1.280 0.421 -2.270
S -1.653776 0.348960 0.538878 -0.800 0.912 -0.402
H 0.467566 0.582573 1.518318 -0.408 -0.213 -3.851
H 0.647474 -1.099588 -1.022416 -0.002 -0.598 -0.010
H -0.562643 -1.598648 0.176571 2.377 0.818 -0.360
H 1.185029 -1.467788 0.527187 -0.543 0.037 -0.312
H 0.398294 2.509634 -0.239599 -0.422 0.359 0.668
H -1.937577 -0.099884 -0.702036 -0.201 0.265 -0.065
```
Positions in Å, forces in eV/Å.

The calculation puts the LUMO energy (spin up / spin down) at -3.681 / -7.933 eV. As for the charge: +1. As for the spin multiplicity: 3. Its HOMO energy (spin up / spin down) is -10.13 / -14.53 eV.

How positive or negative is each atom? The natural (NBO) charges in e answer that: atom 1 (C): -0.557, atom 2 (N): -0.761, atom 3 (S): 0.466, atom 4 (S): 0.066, atom 5 (H): 0.283, atom 6 (H): 0.417, atom 7 (H): 0.479, atom 8 (H): 0.457, atom 9 (H): 0.035, atom 10 (H): 0.114

---

CH6O2 | ωB97M-V with the def2-TZVPD basis set

XYZ file:
```
9
Properties=species:S:1:pos:R:3:forces:R:3
C 0.746312 -0.410134 1.592768 -4.647 0.291 -1.847
O 0.039010 -0.509820 0.278519 -1.027 4.213 4.609
H 1.075413 -1.340433 1.817716 1.385 -2.722 0.987
H 1.465927 0.311518 1.567053 2.141 1.790 -0.317
H -0.017596 -0.102515 2.351444 0.500 -0.322 -0.761
H 0.265278 -1.163002 -0.287678 1.703 -3.328 -2.256
O -0.711326 0.809575 -1.756626 1.498 -2.164 -6.369
H -0.783794 0.892955 -0.893016 -0.721 0.931 6.274
H -1.104573 1.464234 -2.287272 -0.831 1.311 -0.322
```
Positions in Å, forces in eV/Å.

The calculation puts the LUMO energy at 0.980 eV. Its SMILES is CO.O. Its HOMO energy is -10.60 eV.

How positive or negative is each atom? The natural (NBO) charges in e answer that: atom 1 (C): -0.227, atom 2 (O): -0.766, atom 3 (H): 0.172, atom 4 (H): 0.172, atom 5 (H): 0.176, atom 6 (H): 0.476, atom 7 (O): -0.949, atom 8 (H): 0.480, atom 9 (H): 0.466

---

CH6OP2S | ωB97M-V with the def2-TZVPD basis set

XYZ file:
```
11
Properties=species:S:1:pos:R:3:forces:R:3
C 0.261177 -1.517694 -0.498913 0.196 0.280 0.056
P 0.810501 0.067253 0.260091 2.964 -0.006 -0.752
S 2.887412 0.453938 -0.018471 -3.101 -0.443 0.376
P -0.586495 1.613765 -0.494995 0.401 -0.041 -0.217
O -1.796363 1.432150 0.593720 -0.453 -0.164 0.492
H 1.091340 -1.900281 -1.092028 -0.061 0.040 0.014
H 0.012642 -2.237210 0.278748 -0.020 0.007 -0.012
H -0.599539 -1.352695 -1.146091 -0.039 -0.048 0.008
H 0.410536 -0.104732 1.586449 -0.036 0.150 0.255
H 0.072037 2.587150 0.266294 0.229 0.212 -0.025
H -2.563244 0.958351 0.265193 -0.079 0.012 -0.196
```
Positions in Å, forces in eV/Å.

The calculation puts the LUMO energy at 0.067 eV. Its SMILES is C[P@@H](=S)PO. Its HOMO energy is -8.29 eV.

How positive or negative is each atom? The natural (NBO) charges in e answer that: atom 1 (C): -0.953, atom 2 (P): 0.687, atom 3 (S): -0.607, atom 4 (P): 0.657, atom 5 (O): -0.981, atom 6 (H): 0.269, atom 7 (H): 0.247, atom 8 (H): 0.235, atom 9 (H): -0.019, atom 10 (H): -0.035, atom 11 (H): 0.499

---

Q: Which ΔE to the lowest compared entry with this formula, charge and spin values were calculated for the entries above? A: 3.867 0.000 0.819 1.426 0.326 2.263 1.032 0.000, in eV.